## A
The following is a quantum chemistry calculation of an isolated ion of composition C3HN4 and charge +1, from the OMol25 dataset.

For the LUMO energy (alpha / beta), the calculation gives -8.81 / -8.88 eV. The calculation puts the highest occupied orbital energy (alpha / beta) at -16.14 / -16.17 eV. The value obtained for the frontier orbital gap (alpha / beta) is 7.324 / 7.290 eV. As for the net charge: +1.

Atoms and positions in Å:
H  -2.116  -0.926  0.571
C  -0.650  -0.122  1.733
N  -0.670  -0.385  -0.583
N  -0.168  0.193  2.719
N  -1.171  -0.497  0.546
C  1.599  0.672  -1.659
N  2.172  1.277  -2.470
C  1.005  -0.211  -0.858

=====

## B
The following is a quantum chemistry calculation of a 2-piece molecular cluster, C3HN4 overall, from the OMol25 dataset.

For the LUMO energy (alpha / beta), the calculation gives -8.77 / -8.77 eV. The calculation puts the highest occupied orbital energy (alpha / beta) at -16.82 / -16.82 eV. The value obtained for the frontier orbital gap (alpha / beta) is 8.046 / 8.047 eV. As for the net charge: +1.

Atoms and positions in Å:
C  1.244  -1.741  0.167
N  -4.478  -1.183  -0.177
N  1.724  -2.710  -0.137
C  -2.172  -0.455  0.214
N  -1.007  -0.354  0.130
N  0.161  -0.044  0.428
H  0.501  0.875  0.126
C  -3.424  -0.821  0.018

=====

Which of them is the most stable, and which is the least stable? B and A, in that order.

=====

## A
The following is a quantum chemistry calculation of a 2-piece molecular cluster, H2INS overall, from the OMol25 dataset.

For the LUMO energy (alpha / beta), the calculation gives -2.32 / -1.17 eV. The calculation puts the highest occupied orbital energy (alpha / beta) at -9.12 / -9.42 eV. The value obtained for the frontier orbital gap (alpha / beta) is 6.803 / 8.256 eV.

Atoms and positions in Å:
H  -0.496  2.082  -0.116
H  0.658  -2.055  -0.389
N  -0.746  -0.064  -0.283
I  1.876  0.049  -2.322
S  0.649  -0.545  -0.154

=====

## B
The following is a quantum chemistry calculation of a 2-piece molecular cluster, H2INS overall, from the OMol25 dataset.

For the LUMO energy (alpha / beta), the calculation gives -1.99 / -0.97 eV. The calculation puts the highest occupied orbital energy (alpha / beta) at -9.56 / -9.02 eV. The value obtained for the frontier orbital gap (alpha / beta) is 7.575 / 8.050 eV.

Atoms and positions in Å:
N  -1.247  -0.848  0.805
H  0.995  1.692  -0.572
H  -1.232  -0.679  -0.285
S  -0.381  0.113  1.595
I  -1.302  2.421  1.316

=====

Which of them is the most stable, and which is the least stable? B and A, in that order.

=====

## A
The following is a quantum chemistry calculation of a 2-piece molecular cluster, H2INS overall, from the OMol25 dataset.

For the LUMO energy, the calculation gives -1.29 eV. The calculation puts the highest occupied orbital energy at -9.20 eV. The value obtained for the frontier orbital gap is 7.908 eV.

Atoms and positions in Å:
N  -0.166  0.211  0.733
H  -1.565  0.142  -0.152
S  0.897  0.973  -0.531
I  0.182  -1.585  1.551
H  0.651  0.258  -1.601

=====

## B
The following is a quantum chemistry calculation of a 2-piece molecular cluster, H2INS overall, from the OMol25 dataset.

For the LUMO energy (alpha / beta), the calculation gives -0.32 / -3.93 eV. The calculation puts the highest occupied orbital energy (alpha / beta) at -8.43 / -7.89 eV. The value obtained for the frontier orbital gap (alpha / beta) is 8.106 / 3.958 eV.

Atoms and positions in Å:
S  -1.517  -1.399  0.064
H  -0.805  0.315  -0.782
H  0.681  -0.404  -0.152
I  3.105  -0.244  0.010
N  -0.413  -0.343  -0.172

=====

Which of them is the most stable, and which is the least stable? B and A, in that order.

=====

## A
The following is a quantum chemistry calculation of an isolated molecule of C2H2O2S2, from the OMol25 dataset.

For the LUMO energy, the calculation gives -0.61 eV. The calculation puts the highest occupied orbital energy at -9.33 eV. The value obtained for the frontier orbital gap is 8.728 eV.

Atoms and positions in Å:
O  0.384  -1.032  -1.188
S  -1.753  -1.115  -0.140
S  0.173  1.187  1.808
C  -0.315  -0.514  -0.332
H  1.304  0.540  -1.244
O  1.424  0.994  -0.457
H  -1.751  -0.657  1.108
C  0.533  0.597  0.444

=====

## B
The following is a quantum chemistry calculation of an isolated molecule of C2H2O2S2, from the OMol25 dataset.

For the LUMO energy, the calculation gives -1.26 eV. The calculation puts the highest occupied orbital energy at -9.13 eV. The value obtained for the frontier orbital gap is 7.872 eV.

Atoms and positions in Å:
S  -0.732  -0.087  -1.730
O  0.170  0.664  2.046
H  0.058  -0.945  -2.391
C  -0.527  0.616  0.908
C  0.166  -0.202  -0.229
H  -0.246  1.285  2.646
O  -1.588  1.149  0.739
S  1.588  -0.996  0.067

=====

## C
The following is a quantum chemistry calculation of a 2-piece molecular cluster, C2H2O2S2 overall, from the OMol25 dataset.

For the LUMO energy, the calculation gives -0.80 eV. The calculation puts the highest occupied orbital energy at -9.95 eV. The value obtained for the frontier orbital gap is 9.141 eV.

Atoms and positions in Å:
H  1.452  0.656  0.164
O  -2.722  0.605  1.064
S  -2.228  0.644  -0.251
C  0.663  -0.861  -1.022
C  1.518  -0.461  0.085
S  0.044  -1.340  0.513
O  -1.265  1.620  -0.594
H  2.539  -0.863  0.041

=====

Which of them is the most stable, and which is the least stable? B and C, in that order.

=====

## A
The following is a quantum chemistry calculation of an isolated molecule of C5H4, from the OMol25 dataset.

For the LUMO energy, the calculation gives 0.84 eV. The calculation puts the highest occupied orbital energy at -8.95 eV. The value obtained for the frontier orbital gap is 9.791 eV.

Atoms and positions in Å:
H  -1.377  -0.931  1.211
C  0.809  -0.083  -1.310
H  -1.958  -0.342  -0.369
H  2.082  -0.549  1.111
C  -1.254  -0.158  0.445
C  0.139  -0.158  -0.061
C  1.429  -0.016  0.430
H  -1.487  0.808  0.907
C  1.569  0.967  -0.591

=====

## B
The following is a quantum chemistry calculation of an isolated molecule of C5H4, from the OMol25 dataset.

For the LUMO energy, the calculation gives -0.13 eV. The calculation puts the highest occupied orbital energy at -7.63 eV. The value obtained for the frontier orbital gap is 7.502 eV.

Atoms and positions in Å:
C  0.658  -0.130  0.171
C  -1.300  -1.685  -0.729
H  -1.652  -2.254  -1.576
C  0.417  1.251  0.379
H  1.576  -0.564  0.556
H  0.030  3.460  0.763
C  -0.289  -1.002  -0.361
H  -0.220  -1.516  0.676
C  0.216  2.424  0.589

=====

Which of them is the most stable, and which is the least stable? A and B, in that order.

=====

## A
The following is a quantum chemistry calculation of a 2-piece molecular cluster, C2H4FNO2 overall, from the OMol25 dataset.

For the LUMO energy, the calculation gives -0.48 eV. The calculation puts the highest occupied orbital energy at -11.13 eV. The value obtained for the frontier orbital gap is 10.656 eV.

Atoms and positions in Å:
O  -2.207  -1.592  -0.054
H  -1.049  0.302  1.880
N  -2.260  -0.398  0.077
F  -1.415  1.669  0.013
H  0.004  -0.389  -1.525
C  -1.000  0.384  0.236
H  0.993  -0.481  -0.174
C  0.225  0.116  -0.579
H  0.381  1.097  -0.877
O  -3.215  0.315  -0.099

=====

## B
The following is a quantum chemistry calculation of a 2-piece molecular cluster, C2H4FNO2 overall, from the OMol25 dataset.

For the LUMO energy (alpha / beta), the calculation gives -3.29 / -3.29 eV. The calculation puts the highest occupied orbital energy (alpha / beta) at -11.26 / -11.26 eV. The value obtained for the frontier orbital gap (alpha / beta) is 7.971 / 7.968 eV.

Atoms and positions in Å:
H  -0.695  0.523  -1.792
N  0.589  -0.507  1.130
H  -1.666  0.199  -0.260
C  0.509  0.066  -0.234
F  0.237  2.134  0.916
O  -0.369  -0.759  1.863
O  1.753  -0.848  1.393
H  1.474  0.404  -0.796
H  -1.053  -1.120  -1.334
C  -0.779  -0.091  -0.884

=====

Which of them is the most stable, and which is the least stable? A and B, in that order.

=====

## A
The following is a quantum chemistry calculation of an isolated ion of composition C6H12N and charge +1, from the OMol25 dataset.

For the LUMO energy, the calculation gives -4.36 eV. The calculation puts the highest occupied orbital energy at -13.53 eV. The value obtained for the frontier orbital gap is 9.166 eV. As for the net charge: +1.

Atoms and positions in Å:
H  0.140  1.947  -0.653
H  1.436  -0.478  0.752
H  2.430  2.418  -1.434
C  2.182  1.508  -1.045
H  0.072  -0.653  -2.082
H  -1.650  -1.445  2.388
H  -0.678  -1.798  -1.042
C  -0.824  -0.308  0.944
H  0.955  -1.970  -1.459
C  0.942  1.164  -0.637
H  0.003  -1.923  1.897
C  -1.863  0.637  0.743
C  0.507  -0.214  0.082
H  -1.372  1.531  1.198
H  -2.769  0.471  1.236
H  2.969  0.791  -1.125
N  -0.799  -1.358  1.713
C  0.251  -1.242  -1.121
H  -1.932  0.921  -0.355

=====

## B
The following is a quantum chemistry calculation of a 2-piece molecular cluster, C6H12N overall, from the OMol25 dataset.

For the LUMO energy, the calculation gives -2.93 eV. The calculation puts the highest occupied orbital energy at -14.22 eV. The value obtained for the frontier orbital gap is 11.293 eV. As for the net charge: +1.

Atoms and positions in Å:
H  -0.079  2.864  -1.225
H  0.831  0.146  1.934
H  -0.642  -0.775  -0.061
H  0.296  -2.005  2.506
C  -1.256  1.183  -1.379
H  -1.217  2.893  -2.543
H  2.448  0.235  -0.678
C  2.159  0.263  0.298
H  0.665  -1.795  -0.304
C  1.107  -0.196  0.956
H  0.308  1.862  -2.572
H  2.577  1.086  0.984
C  -0.408  -2.078  1.585
N  0.224  -1.286  0.436
C  -0.505  2.264  -1.967
H  -2.735  -0.045  -0.313
C  -1.881  0.340  -0.748
H  -0.482  -3.252  1.377
H  -1.412  -1.705  1.714

=====

## C
The following is a quantum chemistry calculation of an isolated ion of composition C6H12N and charge +1, from the OMol25 dataset.

For the LUMO energy, the calculation gives -3.53 eV. The calculation puts the highest occupied orbital energy at -13.12 eV. The value obtained for the frontier orbital gap is 9.591 eV. As for the net charge: +1.

Atoms and positions in Å:
C  -0.130  -0.744  -0.975
N  -0.199  1.489  1.280
C  0.546  -1.005  0.143
H  -1.217  -0.874  -0.863
H  0.317  -1.502  -2.996
H  -1.088  0.467  2.870
H  0.797  -1.090  2.219
H  1.200  0.515  -3.892
H  0.085  2.130  2.019
H  -0.598  -1.942  1.780
H  -0.769  1.969  0.586
H  -1.830  0.156  1.357
C  -0.053  -1.028  1.541
C  0.374  -0.636  -2.345
C  0.759  0.504  -2.905
H  0.436  1.469  -2.526
H  1.606  -1.241  0.109
H  0.617  1.144  0.762
C  -0.855  0.217  1.838

=====

## D
The following is a quantum chemistry calculation of an isolated ion of composition C6H12N and charge +1, from the OMol25 dataset.

For the LUMO energy, the calculation gives -5.39 eV. The calculation puts the highest occupied orbital energy at -14.58 eV. The value obtained for the frontier orbital gap is 9.190 eV. As for the net charge: +1.

Atoms and positions in Å:
C  -1.427  0.038  1.262
H  1.294  -0.581  0.946
H  -0.554  0.733  -2.517
H  3.163  0.675  -1.106
H  1.188  0.322  -2.353
C  -0.809  1.133  0.346
H  -0.375  1.979  0.907
H  -1.750  -1.341  -0.316
C  0.260  0.525  -1.844
C  -1.380  -1.387  0.673
H  -0.796  0.231  2.160
H  -2.098  -2.043  1.109
H  3.305  -0.882  -0.084
C  0.245  0.594  -0.529
C  2.642  -0.043  -0.398
H  -0.395  -1.820  0.550
N  1.479  -0.025  0.099
H  -2.497  0.195  1.408
H  -1.495  1.696  -0.313

=====

Which of them is the most stable, and which is the least stable? C and B, in that order.

=====

## A
The following is a quantum chemistry calculation of an isolated molecule of C2H6OP2, from the OMol25 dataset.

For the LUMO energy, the calculation gives 0.95 eV. The calculation puts the highest occupied orbital energy at -8.86 eV. The value obtained for the frontier orbital gap is 9.805 eV.

Atoms and positions in Å:
C  -1.273  0.899  -0.791
H  -1.592  0.453  1.735
C  1.710  -0.646  0.269
P  -0.857  -0.830  -0.635
H  1.977  0.181  -0.358
O  0.331  -0.693  0.514
H  -0.280  1.269  -0.492
H  2.104  -1.452  -0.336
H  2.114  -0.596  1.210
P  -2.424  0.120  0.521
H  -1.810  1.295  -1.636

=====

## B
The following is a quantum chemistry calculation of C2H6OP2 as an isolated structure, from the OMol25 dataset.

For the LUMO energy, the calculation gives -1.35 eV. The calculation puts the highest occupied orbital energy at -9.27 eV. The value obtained for the frontier orbital gap is 7.917 eV.

Atoms and positions in Å:
P  2.290  0.267  0.531
P  0.969  -1.156  -0.364
H  -2.277  -1.294  1.027
H  2.324  2.498  -0.310
H  0.980  -1.991  0.830
H  -2.899  0.023  0.372
C  2.027  1.572  -0.476
O  -0.782  0.058  0.505
H  -2.116  -0.997  -0.858
H  1.484  1.627  -1.503
C  -1.999  -0.609  0.245

=====

Which of them is the most stable, and which is the least stable? A and B, in that order.